(1)
91
Properties=species:S:1:pos:R:3:lowdin_charge:R:1 method="wB97M-V/def2-TZVPD" e_homo_ev=-12.475 e_lumo_ev=-6.876 molar_mass_g_mol=476.70 total_charge=+2
O -4.54180 -0.06692 0.21558 0.350
H -5.05289 -0.82689 -0.07223 0.176
H -3.68302 -0.03785 -0.21251 0.080
H -4.40031 -0.10114 1.16448 0.187
O -3.56078 2.34905 -3.63615 0.361
H -3.31168 1.55365 -3.15982 0.087
H -4.50716 2.48439 -3.54876 0.183
H -3.22372 2.50742 -4.52097 0.190
O -3.77584 -2.29447 -2.77649 0.277
H -4.47440 -2.58288 -2.18451 0.159
H -3.52338 -1.39619 -2.55075 0.059
H -3.01156 -2.87511 -2.79444 0.048
C -1.16129 -0.15080 -0.31576 -0.058
C -1.88603 0.77359 -1.31535 -0.396
O -2.95346 0.12762 -1.97144 -0.363
H -0.57433 -0.82725 -0.93705 0.058
H -1.73952 -0.71193 0.41833 0.064
H -0.58237 0.54805 0.28801 0.060
H -1.12033 1.20769 -1.95828 0.098
H -2.33048 1.62065 -0.79281 0.081
C -0.38672 1.72389 5.51608 -0.034
C -1.33179 1.11706 4.43946 -0.420
C -1.22561 1.71892 2.97791 -0.152
O -1.83929 3.03885 3.00176 -0.160
C -1.98725 3.54677 1.68893 -0.108
N -0.96188 -0.20062 4.40701 0.000
H -0.30965 1.11716 6.41832 0.082
H -0.63259 2.76852 5.70684 0.074
H 0.65923 1.82217 5.22551 0.074
H -2.39792 1.10043 4.66571 0.139
H -1.75395 1.04854 2.30001 0.082
H -0.21690 1.59290 2.58454 0.101
H -2.45880 4.50741 1.89608 0.101
H -2.60508 2.96156 1.00782 0.055
H -1.00328 3.68390 1.24050 0.076
H 0.00421 -0.26788 4.12021 0.041
H -1.03681 -0.68360 5.29087 0.103
C 0.71212 -4.57292 3.01763 -0.075
C 0.54660 -3.14354 3.42043 -0.437
C 1.77113 -2.25647 3.14960 -0.127
O 1.58609 -0.84779 3.48387 -0.241
C 2.38291 0.09100 2.76137 -0.091
N -0.60694 -2.66082 2.67554 0.030
H -0.19201 -5.11350 3.29767 0.081
H 1.49517 -5.16325 3.49348 0.088
H 0.66995 -4.67784 1.93352 0.073
H 0.22042 -3.16257 4.46030 0.144
H 1.85890 -2.24350 2.06322 0.101
H 2.65726 -2.62967 3.66302 0.135
H 2.34224 -0.07742 1.68522 0.082
H 3.36983 0.18920 3.21353 0.098
H 2.08035 1.12492 2.92739 0.064
H -1.08763 -1.90306 3.13904 0.020
H -0.43705 -2.52781 1.68885 0.047
C 5.35667 3.48248 -2.48759 -0.057
C 3.89257 3.86580 -2.44647 -0.425
C 3.24910 4.02471 -1.05896 -0.140
O 2.29023 2.95284 -0.99523 -0.210
C 1.81094 2.91312 0.26686 -0.160
N 3.64102 4.97837 -3.30834 0.033
H 5.67184 3.24642 -3.50398 0.081
H 5.76370 2.68498 -1.86597 0.077
H 5.97906 4.32474 -2.18538 0.080
H 3.31538 3.09723 -2.96052 0.123
H 2.66955 4.94061 -0.94333 0.118
H 3.88224 4.16532 -0.18291 0.133
H 0.98560 2.20387 0.32918 0.068
H 1.49314 3.92702 0.50997 0.093
H 2.50993 2.65051 1.06093 0.093
H 2.74875 4.93118 -3.77923 0.073
H 3.65538 5.92064 -2.94498 0.079
C -1.39545 -4.16714 -4.67796 -0.045
C -0.82268 -4.16242 -3.25519 -0.392
C 0.16625 -3.01220 -2.92980 -0.183
O 0.45879 -3.16730 -1.56874 -0.232
C 1.62885 -2.39935 -1.21697 -0.061
N -1.92566 -4.06439 -2.31548 0.038
H -2.15102 -4.94658 -4.77645 0.085
H -0.59222 -4.34152 -5.39386 0.092
H -1.83627 -3.25753 -5.08587 0.075
H -0.37171 -5.14015 -3.08557 0.152
H -0.39608 -2.08285 -3.02025 0.115
H 1.14717 -2.94417 -3.40019 0.139
H 2.38713 -3.14801 -0.98755 0.103
H 1.31780 -1.93819 -0.27960 0.059
H 1.96682 -1.66419 -1.94732 0.080
H -2.37243 -4.94562 -2.52509 0.107
H -1.46427 -4.29624 -1.44746 0.104
O 1.85072 0.82963 -2.75415 -0.038
H 0.89667 0.79579 -2.68425 0.000
H 2.12194 1.42128 -2.05227 -0.003



(2)
27
Properties=species:S:1:pos:R:3:lowdin_charge:R:1 method="wB97M-V/def2-TZVPD" e_homo_ev=-9.891 e_lumo_ev=-0.586 de_lowest_kcal_mol=55.66 molar_mass_g_mol=162.14 smiles=O.O.O.O.O.O.O.O.O
O 0.00462 2.99208 0.00908 -0.040
H -0.92188 3.10597 0.22090 0.060
H 0.01391 2.79125 -0.92677 -0.005
O -2.85519 -1.80199 -0.13861 -0.058
H -2.01012 -1.35871 -0.21351 -0.031
H -3.49858 -1.13329 -0.37338 0.036
O -0.60539 -0.27476 -0.07683 -0.029
H -0.29399 -0.19091 -0.97807 0.041
H 0.18434 -0.45103 0.43452 0.019
O 0.24093 2.11018 -2.74938 -0.051
H -0.09762 2.34707 -3.61281 0.050
H 0.82317 1.36871 -2.91506 -0.043
O 1.38166 -0.05265 -3.32676 -0.017
H 1.30169 -0.98195 -3.11174 0.073
H 1.56337 -0.03851 -4.26645 0.076
O -1.63173 -2.48722 2.55728 -0.066
H -2.33409 -2.12468 2.01739 0.003
H -0.92344 -2.66862 1.93952 -0.046
O 1.61992 1.06031 1.01739 -0.050
H 2.36087 0.72220 0.51449 0.054
H 1.12812 1.59236 0.39185 -0.009
O 0.53107 -2.84317 1.05584 -0.034
H 0.93197 -3.17937 1.85739 0.069
H 1.27005 -2.55090 0.52224 0.052
O 0.59795 1.05980 3.64601 -0.059
H 0.60967 0.98569 2.69176 -0.021
H 0.60874 2.00214 3.81369 0.026



(3)
195
Properties=species:S:1:pos:R:3:lowdin_charge:R:1 method="wB97M-V/def2-TZVPD" e_homo_ev=-10.657 e_lumo_ev=-0.156 de_lowest_kcal_mol=218.45 molar_mass_g_mol=1614.09
O 0.78480 8.00037 -0.32097 -0.267
S 0.86385 7.41340 0.97692 0.649
O 1.61814 8.08146 2.03692 -0.305
O -0.66464 7.28751 1.48261 -0.251
C -1.04037 7.17571 2.80812 -0.298
C -2.39601 6.51403 2.86098 -0.076
C 1.42077 5.62263 0.94066 -0.088
H -1.22253 8.19944 3.13507 0.126
H -0.29983 6.77836 3.50225 0.124
H -3.22819 7.15206 2.56350 0.074
H -2.73172 6.47913 3.89740 0.081
H -2.50806 5.50246 2.47077 0.076
H 1.16868 5.19198 1.90972 0.060
H 2.47710 5.59780 0.67300 0.065
H 0.86575 5.05433 0.19427 0.038
O 3.36903 3.83796 2.69180 -0.309
S 4.42570 4.74322 2.97601 0.697
O 5.43493 5.15221 1.93152 -0.305
O 3.64391 6.11517 3.55075 -0.233
C 4.42907 7.00894 4.13951 -0.397
C 3.53576 8.02855 4.76400 -0.051
C 5.30463 3.91223 4.40640 -0.087
H 4.99470 7.49426 3.34414 0.124
H 5.19034 6.62101 4.81633 0.119
H 2.68584 8.28771 4.13268 0.062
H 4.13160 8.94004 4.81156 0.086
H 3.20812 7.69886 5.74993 0.083
H 5.54403 2.90550 4.06394 0.056
H 4.65289 3.86925 5.27903 0.071
H 6.26285 4.37036 4.65142 0.062
O -5.67795 -5.37541 -1.54263 -0.278
S -4.28167 -5.08234 -1.44988 0.657
O -3.89426 -3.67675 -1.50946 -0.302
O -3.80144 -5.68128 0.03160 -0.259
C -4.24781 -6.99141 0.31332 -0.307
C -3.40224 -7.80030 1.31376 -0.034
C -3.25868 -6.08419 -2.57924 -0.081
H -4.31081 -7.49619 -0.65070 0.092
H -5.24313 -6.88349 0.74435 0.119
H -2.40838 -7.38340 1.47661 0.082
H -3.50338 -8.76560 0.81771 0.083
H -3.90297 -7.71721 2.27837 0.075
H -3.71830 -5.93583 -3.55640 0.077
H -3.03175 -7.11417 -2.30402 0.078
H -2.31934 -5.54566 -2.70467 0.047
O -5.34858 5.80118 -2.05008 -0.290
S -4.68911 5.72766 -0.75761 0.673
O -4.03418 6.90268 -0.14246 -0.306
O -5.77170 5.09789 0.25587 -0.290
C -5.75481 5.29687 1.64714 -0.283
C -6.10990 4.01441 2.30765 -0.057
C -3.59869 4.21860 -0.75574 -0.090
H -6.49160 6.09811 1.70411 0.135
H -4.72770 5.56650 1.89303 0.080
H -6.09872 4.01058 3.39758 0.080
H -5.39085 3.21402 2.13318 0.081
H -7.14863 3.79555 2.06015 0.089
H -3.93828 3.50283 -1.50437 0.069
H -3.54627 3.70634 0.20495 0.043
H -2.56664 4.54078 -0.89425 0.055
O 1.13807 -7.90458 -0.01471 -0.325
S 1.24642 -7.89037 -1.47716 0.704
O 0.38796 -8.62567 -2.40811 -0.309
O 1.21092 -6.26047 -1.90016 -0.305
C 0.32924 -5.33275 -1.21947 -0.260
C 0.45357 -4.06498 -2.00475 -0.042
C 3.10267 -8.22298 -1.77794 -0.072
H 0.67736 -5.31030 -0.18680 0.114
H -0.66697 -5.77244 -1.17116 0.101
H 1.50990 -3.83685 -2.14698 0.058
H -0.01420 -3.25585 -1.44386 0.077
H -0.05019 -4.20929 -2.96053 0.088
H 3.52567 -7.54978 -1.03231 0.057
H 3.36166 -7.98320 -2.80922 0.054
H 3.28777 -9.27460 -1.55897 0.065
O 1.86145 -2.46616 6.66878 -0.289
S 1.27147 -1.29947 7.34126 0.688
O 2.09798 -0.29987 7.96634 -0.286
O 0.10047 -0.49414 6.41057 -0.259
C -0.20978 -1.05288 5.25515 -0.355
C -1.64909 -1.67691 5.52220 -0.024
C 0.02656 -1.69541 8.57906 -0.110
H 0.52582 -1.72902 4.81947 0.098
H -0.18502 -0.25664 4.51119 0.117
H -2.03059 -1.95094 4.53860 0.063
H -2.35886 -0.90365 5.81615 0.082
H -1.61438 -2.54039 6.18650 0.064
H -0.65853 -0.85869 8.71560 0.081
H 0.53845 -2.00397 9.49057 0.074
H -0.55864 -2.48150 8.10186 0.053
O 5.08703 1.77019 1.10799 -0.326
S 5.89115 1.99648 -0.12365 0.706
O 6.76471 3.19586 -0.28163 -0.287
O 6.81869 0.70351 -0.55811 -0.244
C 6.56474 -0.45334 0.20895 -0.275
C 6.97931 -0.42841 1.73020 -0.046
C 4.69291 1.83742 -1.37340 -0.138
H 7.12734 -1.19068 -0.36369 0.124
H 5.56450 -0.84724 0.02878 0.079
H 7.85181 0.22490 1.73676 0.079
H 7.33743 -1.31039 2.26119 0.073
H 6.21298 0.01942 2.36288 0.047
H 4.29296 2.81182 -1.65390 0.061
H 3.91266 1.11597 -1.13086 0.053
H 5.23383 1.40869 -2.21702 0.056
O -2.52919 -3.13891 -4.80068 -0.317
S -2.85750 -1.72822 -4.61811 0.673
O -1.96973 -0.83487 -3.86618 -0.304
O -3.04205 -1.09293 -6.14020 -0.271
C -3.80356 -1.90890 -7.08565 -0.251
C -4.63803 -0.93663 -7.96692 -0.059
C -4.54248 -1.53265 -3.91013 -0.092
H -4.50566 -2.60415 -6.62545 0.107
H -3.12441 -2.51624 -7.68398 0.116
H -4.07773 -0.05363 -8.27430 0.078
H -5.49303 -0.62340 -7.36778 0.071
H -5.02869 -1.37980 -8.88293 0.076
H -5.10596 -2.46562 -3.92297 0.067
H -5.12914 -0.74390 -4.38108 0.078
H -4.38076 -1.22978 -2.87562 0.042
O -2.45198 -0.21000 2.10162 -0.312
S -2.56829 0.28689 0.72171 0.711
O -3.79069 0.89376 0.11837 -0.317
O -1.30040 1.30992 0.42526 -0.267
C -0.01167 1.05007 1.06596 -0.232
C 1.14169 1.80985 0.37121 -0.050
C -2.12194 -1.12548 -0.41914 -0.086
H 0.27624 0.00029 1.12232 0.084
H 0.00643 1.38587 2.10278 0.113
H 2.12661 1.85078 0.83634 0.075
H 0.98272 2.88369 0.27282 0.046
H 1.21382 1.39586 -0.63453 0.066
H -2.85647 -1.90897 -0.23285 0.039
H -1.17168 -1.60242 -0.17908 0.048
H -2.13414 -0.78889 -1.45580 0.045
O 1.35010 -2.38278 1.38889 -0.323
S 2.67162 -1.84017 0.91455 0.663
O 2.69680 -0.99160 -0.31559 -0.308
O 3.31480 -1.02187 2.13277 -0.260
C 3.26794 -1.60627 3.42945 -0.253
C 3.38648 -0.55171 4.55446 -0.020
C 3.82630 -3.15378 0.67890 -0.095
H 4.14031 -2.25539 3.35388 0.106
H 2.54482 -2.41918 3.49549 0.110
H 3.82565 -0.94912 5.46949 0.083
H 2.36311 -0.21411 4.71827 0.056
H 3.83622 0.40628 4.29350 0.081
H 3.35127 -3.78134 -0.07516 0.072
H 3.77990 -3.71786 1.61044 0.076
H 4.79377 -2.73124 0.40767 0.071
O -7.55137 0.28365 -0.63058 -0.288
S -7.52604 -0.88262 0.21865 0.680
O -7.45693 -0.74536 1.69054 -0.303
O -8.88610 -1.77048 -0.17976 -0.242
C -8.96065 -2.97748 0.56425 -0.290
C -8.71086 -4.40091 -0.09180 -0.052
C -6.21139 -1.93839 -0.45371 -0.121
H -9.98067 -2.98032 0.94850 0.118
H -8.26383 -3.08507 1.39550 0.099
H -9.55545 -4.58898 -0.75466 0.073
H -8.51056 -5.16503 0.65928 0.077
H -7.76322 -4.41726 -0.63014 0.029
H -6.55700 -2.51861 -1.30928 0.065
H -5.91256 -2.60612 0.35433 0.072
H -5.35435 -1.30529 -0.68340 0.042
O 4.88074 2.73756 -4.33155 -0.316
S 4.16092 3.43226 -5.43786 0.705
O 4.12703 2.82811 -6.77912 -0.282
O 2.65318 3.82541 -4.96089 -0.242
C 2.46807 4.20463 -3.64592 -0.332
C 1.02353 4.24642 -3.34278 -0.059
C 4.77132 5.13828 -5.58884 -0.120
H 2.92689 5.17733 -3.46861 0.126
H 2.83387 3.49372 -2.90505 0.094
H 0.72251 4.06959 -2.31021 0.066
H 0.48514 3.42700 -3.81901 0.093
H 0.59488 5.21338 -3.60613 0.089
H 5.83227 5.13552 -5.83877 0.071
H 4.80391 5.82890 -4.74618 0.069
H 4.16111 5.62999 -6.34644 0.073
O 6.09891 -3.52733 -5.28076 -0.295
S 5.25616 -3.35802 -4.08513 0.657
O 5.91425 -3.26273 -2.78603 -0.301
O 4.19470 -2.18244 -4.29992 -0.255
C 3.78743 -1.46350 -3.18398 -0.319
C 2.48991 -0.82361 -3.52799 -0.040
C 4.03717 -4.71532 -4.08821 -0.099
H 4.60594 -0.75055 -3.08477 0.122
H 3.72519 -2.09211 -2.29568 0.090
H 2.26193 -0.02305 -2.82426 0.071
H 1.75012 -1.62411 -3.53186 0.075
H 2.36351 -0.42714 -4.53543 0.094
H 4.50280 -5.64157 -3.75156 0.065
H 3.67126 -5.01437 -5.07044 0.075
H 3.14256 -4.26261 -3.66064 0.044